## w
60
Properties=species:S:1:pos:R:3:lowdin_charge:R:1 method="wB97M-V/def2-TZVPD" spin_multiplicity=1 charge=-2 orbital_gap_ev="4.9 / 4.1"
Cs -1.00 0.21 0.25 0.963
Cl -3.22 -1.86 3.10 0.556
Cl -2.42 3.51 2.78 0.577
Cl -3.13 3.79 5.82 0.601
Cl -4.00 -1.54 6.13 0.602
Cl -3.94 1.27 7.47 0.603
N 1.31 -0.30 -1.54 -0.127
N -2.02 -3.21 -0.35 0.031
N -1.75 -2.88 -2.52 -0.117
N 0.29 -0.05 -2.37 -0.131
C 1.09 2.60 2.21 -0.110
C -1.45 1.67 -2.50 -0.193
C -3.55 -0.15 5.19 -0.722
C 1.82 0.21 2.50 0.031
C -1.65 3.06 -2.52 -0.227
C -0.08 1.34 -2.39 -0.523
C 2.89 -3.09 -3.40 -0.142
C 0.69 3.62 -2.35 -0.157
C 2.83 -2.02 -0.85 -0.060
C -3.25 -3.10 -0.95 -0.182
C -1.12 -2.47 -3.77 -0.034
C 0.97 2.26 -2.30 -0.105
C -0.63 4.02 -2.46 -0.170
C 2.12 -1.97 -3.15 -0.077
C -2.85 2.05 3.71 -0.709
C -3.53 1.11 5.80 -0.721
C -3.17 2.23 5.05 -0.721
C -1.15 -3.07 -1.32 -0.212
C 3.60 -3.14 -1.11 -0.140
C 3.49 1.98 1.96 -0.086
C 2.04 -1.40 -1.86 -0.335
C 2.04 1.49 1.77 -0.530
C 3.63 -3.70 -2.39 -0.159
C -2.86 0.84 3.07 -0.213
C -3.21 -0.23 3.85 -0.720
C -3.10 -2.89 -2.29 -0.092
H 0.04 2.33 2.10 -0.011
H 4.17 -3.58 -0.30 0.085
H -0.21 -3.04 -3.91 0.072
H -3.80 -2.69 -3.08 0.106
H 3.68 2.20 3.01 0.071
H 1.25 3.51 1.63 0.083
H 2.93 -3.49 -4.40 0.085
H -4.16 -3.15 -0.38 0.085
H -1.81 -2.67 -4.58 0.081
H -0.88 -1.41 -3.70 0.061
H 4.24 -4.58 -2.59 0.070
H -2.67 3.45 -2.58 0.049
H 2.81 -1.59 0.14 0.075
H 3.66 2.90 1.38 0.072
H 1.37 0.17 3.49 0.057
H -0.88 5.08 -2.49 0.069
H -0.08 -3.05 -1.21 0.120
H 1.91 1.29 0.69 0.092
H 1.23 2.83 3.27 0.083
H 1.57 -1.49 -3.95 0.087
H 1.50 4.35 -2.30 0.073
H 1.99 1.90 -2.21 0.082
H 4.21 1.23 1.63 0.070
H 2.21 -0.71 2.08 0.033



## x
60
Properties=species:S:1:pos:R:3:lowdin_charge:R:1 method="wB97M-V/def2-TZVPD" spin_multiplicity=1 charge=-2 orbital_gap_ev=3.5
Cs -1.03 1.58 -0.35 0.617
Cl -4.47 4.83 -1.09 0.587
Cl -7.46 4.70 -0.22 0.597
Cl -4.38 -0.51 -1.64 0.588
Cl -8.96 1.98 -0.34 0.609
Cl -7.47 -0.61 -1.19 0.603
N 0.68 -4.61 -1.21 -0.147
N 2.75 1.47 -0.85 0.065
N 3.25 2.65 -0.55 0.068
N -0.85 -3.30 -2.12 0.063
C -5.26 3.28 -1.05 -0.763
C 2.56 3.77 -0.81 -0.369
C -0.50 -4.90 -0.60 -0.088
C 4.98 0.49 -0.83 -0.037
C 5.22 -1.87 -0.46 -0.119
C -0.58 -1.27 3.04 -0.607
C 3.02 -0.87 -0.46 -0.019
C 1.94 -5.23 -0.96 -0.046
C -6.60 3.26 -0.70 -0.727
C -7.28 2.05 -0.73 -0.731
C -4.49 2.15 -1.34 -0.181
C 1.15 3.89 -0.97 -0.167
C 3.35 4.95 -0.82 -0.079
C 2.79 6.19 -0.94 -0.151
C -1.44 -4.08 -1.17 -0.158
C -1.04 0.17 3.10 -0.236
C -5.23 0.97 -1.32 -0.764
C 1.41 6.32 -1.12 -0.130
C 0.41 -3.64 -2.12 -0.191
C 0.64 5.16 -1.21 -0.200
C 3.83 -1.97 -0.33 -0.113
C -0.39 -1.89 4.44 -0.145
C 3.57 0.41 -0.69 -0.284
C -1.58 -2.12 2.26 -0.135
C -6.59 0.89 -1.08 -0.725
C 5.77 -0.63 -0.73 -0.122
H 3.42 7.08 -0.94 0.081
H 0.39 -1.31 2.53 0.094
H 5.41 1.46 -1.05 0.094
H 1.17 -3.21 -2.75 0.121
H 5.84 -2.75 -0.34 0.087
H -2.55 -2.10 2.76 0.066
H 6.84 -0.54 -0.86 0.091
H 2.14 -5.25 0.11 0.092
H -2.48 -3.99 -0.94 0.096
H 0.33 -1.31 5.02 0.050
H 0.96 7.30 -1.18 0.083
H -2.02 0.25 3.58 -0.047
H -0.02 -2.92 4.38 0.036
H 4.43 4.84 -0.79 0.084
H -1.71 -1.73 1.25 0.044
H -0.58 -5.64 0.18 0.107
H 3.40 -2.94 -0.11 0.076
H -1.25 -3.16 2.20 0.047
H -0.32 0.78 3.66 -0.056
H 1.95 -6.26 -1.33 0.087
H 1.95 -0.97 -0.34 0.105
H 2.73 -4.67 -1.46 0.078
H -1.33 -1.90 4.99 0.055
H -0.42 5.28 -1.44 0.066



Relative energies, kJ/mol: w 0.0; x 74.7.



## w
17
Properties=species:S:1:pos:R:3:lowdin_charge:R:1 method="wB97M-V/def2-TZVPD" smiles=N[C@@H](C[O-])CCS spin_multiplicity=1 charge=-1 orbital_gap_ev=5.7
S 0.93 -1.11 -2.84 0.612
O -1.48 1.62 2.17 -0.338
N -1.41 -0.76 0.78 0.006
C 0.74 0.00 -0.18 -0.250
C -0.71 0.35 0.22 -0.427
C 0.80 -1.32 -0.99 -0.529
C -0.55 1.61 1.24 -0.525
H -0.83 -1.40 1.32 0.059
H -2.04 -0.35 1.48 0.054
H 0.48 1.53 1.72 0.070
H -0.10 -1.93 -0.93 0.040
H -1.28 0.72 -0.64 0.119
H 1.67 -1.93 -0.73 0.042
H 1.25 -0.15 0.77 0.092
H 1.77 -0.10 -3.05 -0.191
H -0.43 2.46 0.47 0.081
H 1.19 0.76 -0.80 0.085



## x
17
Properties=species:S:1:pos:R:3:lowdin_charge:R:1 method="wB97M-V/def2-TZVPD" smiles=C[C@@H](CS)NC[O-] spin_multiplicity=1 charge=-1 orbital_gap_ev=5.9
S 0.59 2.96 -0.82 0.585
O -0.15 -2.38 1.34 -0.346
N 0.18 -1.22 -0.76 -0.043
C -1.36 0.43 0.65 -0.076
C -0.18 0.13 -0.47 -0.521
C 0.80 -1.90 0.52 -0.498
C 0.96 1.13 -0.34 -0.479
H 1.38 1.24 0.61 0.022
H 1.34 -2.66 0.12 0.027
H -0.60 2.56 -1.28 -0.181
H -0.64 -1.81 -0.74 0.076
H -2.36 0.05 0.24 0.078
H -0.81 0.41 -1.40 0.112
H 1.52 -1.14 0.97 0.092
H -1.32 1.51 1.01 0.055
H 1.73 0.88 -1.12 0.072
H -1.10 -0.20 1.49 0.025



## y
17
Properties=species:S:1:pos:R:3:lowdin_charge:R:1 method="wB97M-V/def2-TZVPD" spin_multiplicity=1 charge=-1 orbital_gap_ev=3.5
S 0.22 2.30 -1.05 0.507
O 2.49 -1.15 -1.54 -0.497
N -1.04 -1.80 1.71 -0.024
C 0.72 0.67 -0.73 -0.744
C -0.28 0.20 0.43 -0.247
C -2.25 -1.04 1.95 -0.204
C -0.36 -1.36 0.53 -0.288
H -0.92 -1.74 -0.34 0.127
H -1.18 0.80 0.40 0.036
H 0.25 0.46 1.35 0.103
H 0.67 -1.70 0.60 0.104
H -2.86 -1.30 1.05 0.092
H -2.69 -1.45 2.87 0.054
H -2.29 0.04 2.10 0.069
H 0.65 -0.03 -1.56 0.036
H 1.73 0.73 -0.34 0.034
H 3.26 -1.50 -2.03 -0.160



Relative energies, kJ/mol: w 0.0; x 73.2; y 509.0.



## w
9
Properties=species:S:1:pos:R:3:lowdin_charge:R:1 method="wB97M-V/def2-TZVPD" spin_multiplicity=1 orbital_gap_ev="8.6 / 8.6"
Cl -0.27 0.87 2.23 0.209
P -0.10 -0.63 1.00 0.469
N -1.49 -0.10 -0.89 -0.153
C 1.24 0.04 0.05 -0.455
H -1.55 -0.91 -1.52 -0.037
H 1.94 -0.65 -0.14 -0.030
H -2.40 0.10 -0.47 -0.059
H 1.83 0.90 0.56 0.068
H 0.80 0.38 -0.83 -0.013



## x
9
Properties=species:S:1:pos:R:3:lowdin_charge:R:1 method="wB97M-V/def2-TZVPD" smiles="C=PCl.N" spin_multiplicity=1 orbital_gap_ev=9.3
Cl 2.23 -0.38 -0.88 0.081
P 0.60 -1.60 -0.73 0.462
N -1.21 1.78 -0.68 -0.087
C 0.54 -1.87 0.89 -0.433
H -0.41 -1.97 1.12 -0.089
H -1.93 2.41 -0.23 0.010
H 1.30 -1.63 1.63 0.009
H -0.89 0.89 -0.18 -0.031
H -0.24 2.36 -0.95 0.078



Relative energies, kJ/mol: w 17.6; x 0.0.



## w
13
Properties=species:S:1:pos:R:3:lowdin_charge:R:1 method="wB97M-V/def2-TZVPD" s_squared=2.054 spin_multiplicity=3 charge=+1 orbital_gap_ev="6.7 / 7.4"
I 3.61 0.12 -1.91 1.072
N 0.44 0.18 0.29 -0.002
N 0.82 -1.13 -1.89 -0.071
C 0.26 1.27 1.16 -0.073
C -0.54 -0.58 -0.10 -0.081
C 1.65 -0.06 -1.77 -0.620
C -0.28 -1.43 -1.24 -0.010
H -1.43 -0.61 0.40 0.100
H 1.20 1.41 1.76 0.121
H -1.08 -2.08 -1.69 0.166
H -0.65 1.05 1.67 0.077
H 0.76 -1.69 -2.84 0.225
H 0.09 2.21 0.69 0.095



## x
13
Properties=species:S:1:pos:R:3:lowdin_charge:R:1 method="wB97M-V/def2-TZVPD" s_squared=2.012 spin_multiplicity=3 charge=+1 orbital_gap_ev="6.5 / 6.4"
I 3.04 0.43 0.06 1.218
N -0.21 0.61 0.26 -0.138
N 0.96 -1.95 0.34 0.166
C 0.86 -1.70 -0.89 -0.060
C -1.24 0.06 1.11 -0.043
C 1.31 -0.61 -0.06 -0.830
C -0.22 1.55 -0.61 0.045
H -1.69 0.73 1.77 0.071
H 0.53 -2.11 -1.89 0.171
H -0.94 -0.94 1.49 0.100
H 0.65 1.49 -1.31 0.069
H -0.94 2.35 -0.64 0.103
H -2.10 0.07 0.37 0.127



Relative energies, kJ/mol: w 0.0; x 283.9.